No. 1
Entry from the OMol25 dataset: a cluster of 14 separate species, C16H61BBr2N27O18P in total (ωB97M-V/def2-TZVPD).

Structure (XYZ):
```
126
Properties=species:S:1:pos:R:3:lowdin_charge:R:1
Br 0.040 2.973 -1.509 0.7858
Br -0.602 5.975 -2.715 0.6870
P 1.190 3.729 1.935 0.3470
O 0.398 3.221 3.211 -0.0620
O -3.667 6.537 2.631 -0.0046
O -0.007 4.210 0.962 -0.2374
O 1.747 2.405 1.315 0.0130
O 9.225 -6.646 1.349 0.0048
O 10.402 -8.760 -3.020 0.0044
O 2.165 0.099 1.041 0.1615
O -0.072 -4.777 -3.008 -0.0054
O -5.475 -4.161 -9.913 0.0043
O -3.396 10.180 6.336 0.0051
O -8.880 2.653 8.204 0.0193
O 2.201 4.758 2.144 -0.2156
O 5.359 -7.686 -3.745 0.0028
O 4.155 -0.082 -2.003 0.0110
O -1.913 -3.680 -7.677 -0.0126
O -3.632 5.765 7.206 0.0167
O 4.764 -4.599 -1.703 -0.0483
O -5.471 2.520 -0.195 0.0164
N -4.149 3.360 1.455 0.1598
N -2.281 -3.738 -9.929 0.1786
N -0.168 0.839 1.315 0.2015
N -0.177 -3.343 -9.081 0.1585
N 2.620 -4.009 -2.185 0.1853
N -5.966 4.545 0.715 0.1511
N -9.962 3.212 10.121 0.1481
N -5.313 4.296 7.608 0.1551
N -3.774 12.171 5.320 0.1574
N 3.294 -6.202 -2.305 0.1787
N -1.745 6.880 3.762 0.1771
N -0.995 -4.478 -5.055 0.1701
N 6.066 -1.310 -1.948 0.1627
N 6.498 -5.725 -3.600 0.1662
N -5.452 5.794 5.855 0.1577
N 4.359 -1.696 -0.442 0.1585
N 8.815 -7.489 -2.000 0.1665
N 7.960 -8.029 2.622 0.1609
N -1.616 -6.260 -3.732 0.1536
N 7.134 -7.353 -5.108 0.1520
N -1.722 11.703 6.271 0.1566
N -9.172 4.846 8.696 0.1471
N -3.636 8.091 4.287 0.1655
N -4.943 -4.270 -7.735 0.1674
N 9.642 -6.758 3.569 0.1564
N 10.492 -8.433 -0.765 0.1531
N -6.983 -5.082 -8.487 0.1533
C -0.500 5.770 -0.787 -0.7587
C -0.847 -5.142 -3.888 -0.6582
C -9.311 3.509 8.957 -0.6876
C 3.611 -4.913 -2.044 -0.6517
C 9.939 -8.267 -2.002 -0.6859
C -1.893 5.824 -0.201 -0.1437
C -1.493 -3.596 -8.831 -0.6450
C 6.268 -6.958 -4.125 -0.6914
C -4.726 5.315 6.913 -0.6853
C -5.214 3.405 0.601 -0.6925
C -3.059 7.142 3.509 -0.6716
C -2.990 11.283 5.995 -0.6695
C 0.315 4.537 -0.383 -0.7479
C 4.824 -0.976 -1.500 -0.6911
C 8.957 -7.117 2.447 -0.6678
C -5.791 -4.484 -8.773 -0.6743
B 1.232 1.087 1.213 -0.8030
H -3.170 8.597 5.026 0.0687
H 7.726 -8.425 3.512 0.0961
H 1.383 4.751 -0.439 0.1014
H -5.720 5.293 1.339 0.0750
H -1.368 12.602 6.005 0.0957
H -9.509 5.572 9.298 0.0921
H 4.862 -2.444 0.000 0.0988
H 6.427 -0.797 -2.729 0.1017
H 2.891 0.401 0.474 0.0959
H 7.435 -8.302 1.812 0.1091
H 9.439 -7.125 4.479 0.0952
H 8.347 -7.338 -2.873 0.0511
H -1.865 5.946 0.878 0.0464
H -3.272 -3.920 -9.849 0.0656
H -7.256 -5.343 -7.559 0.0937
H -1.216 7.330 4.486 0.1051
H -0.250 3.844 3.567 0.0919
H -4.067 -3.840 -7.980 0.0566
H -2.253 -6.586 -4.434 0.0933
H -1.908 -3.651 -10.856 0.1023
H -0.401 -0.141 1.405 0.0881
H -8.704 5.097 7.846 0.0913
H -6.214 3.915 7.381 0.0804
H 0.433 -3.228 -8.293 0.1049
H 11.329 -8.977 -0.688 0.0982
H 5.886 -5.371 -2.863 0.0474
H 10.378 -6.085 3.461 0.1068
H -1.527 -6.766 -2.871 0.1022
H -6.754 4.638 0.103 0.0970
H 4.042 -6.878 -2.290 0.0757
H 0.201 -3.263 -10.006 0.0973
H 7.004 -8.268 -5.498 0.1054
H -4.714 11.889 5.112 0.1048
H 1.688 -4.276 -2.472 0.0476
H -1.132 11.074 6.782 0.1070
H -5.042 6.549 5.334 0.0578
H -10.086 2.241 10.342 0.1036
H 8.454 -7.062 -1.165 0.0825
H -2.459 4.920 -0.439 0.0805
H 0.103 6.623 -0.472 0.0950
H 7.895 -6.787 -5.433 0.0966
H -5.103 -4.542 -6.784 0.0995
H 3.432 -1.472 -0.126 0.0795
H -2.429 6.678 -0.614 0.0766
H -10.315 3.908 10.749 0.0915
H -3.532 2.573 1.399 0.0971
H -4.804 3.911 8.381 0.1025
H -3.956 4.113 2.095 0.0702
H -6.337 5.416 5.575 0.0904
H 2.391 -6.476 -2.646 0.0987
H -0.447 -3.650 -5.193 0.1062
H -7.611 -5.243 -9.251 0.1033
H 2.839 -3.047 -1.998 0.0852
H -1.309 6.178 3.196 0.0816
H -0.759 1.276 0.622 0.0393
H 6.582 -2.084 -1.574 0.0936
H -4.598 8.309 4.108 0.1066
H -1.624 -4.733 -5.796 0.0665
H 10.050 -8.019 0.038 0.0452
H -3.460 13.079 5.035 0.0956
H 7.242 -5.140 -3.933 0.0984
```

The value obtained for the largest force on an atom is 0.6 eV/A. As for the HOMO energy: -0.334 Ha.


No. 2
Entry from the OMol25 dataset: a structure of composition C13H26BCrF4NO10 at a distorted geometry (ωB97M-V/def2-TZVPD).

Structure (XYZ):
```
56
Properties=species:S:1:pos:R:3:lowdin_charge:R:1
Cr 18.140 6.214 5.261 0.3935
F 16.854 7.863 4.716 0.0318
F 15.278 9.486 5.023 0.1151
F 15.630 7.914 6.674 0.1025
F 14.615 7.281 4.722 0.1270
O 19.098 7.098 3.429 0.0682
O 18.877 7.907 6.690 0.0861
O 17.088 5.555 7.127 0.1283
O 18.947 9.970 7.564 0.0369
O 16.003 5.752 9.215 -0.0180
O 19.896 4.902 5.750 -0.0184
O 20.111 8.430 8.499 0.0347
O 18.847 8.440 1.630 0.0327
O 15.945 3.760 8.205 -0.0345
O 20.827 7.864 2.221 0.0163
N 16.854 4.909 4.062 0.1520
C 21.615 3.336 5.177 -0.0695
C 18.088 10.440 6.507 0.0098
C 19.288 8.705 7.499 -0.6042
C 19.535 7.784 2.530 -0.5825
C 14.794 4.098 2.697 -0.0396
C 16.533 4.987 8.228 -0.4681
C 20.861 4.079 6.260 -0.3320
C 16.381 7.121 9.389 -0.0381
C 16.070 2.992 7.001 -0.0453
C 21.742 7.011 2.870 -0.0418
C 15.955 4.553 3.442 -0.1927
C 20.469 7.087 8.683 -0.0397
C 17.421 8.515 1.806 0.0126
B 15.567 8.136 5.270 -1.2374
H 20.516 3.432 7.077 0.1274
H 15.469 7.709 9.340 0.0974
H 16.998 7.538 1.579 0.1022
H 17.069 7.479 8.631 0.0651
H 22.439 2.788 5.650 0.0804
H 17.183 8.841 2.812 0.0878
H 21.555 6.981 3.942 0.0915
H 18.555 10.247 5.543 0.1045
H 15.820 3.586 6.124 0.0672
H 22.117 3.987 4.463 0.0709
H 21.705 6.005 2.438 0.1001
H 19.627 6.483 9.027 0.1009
H 14.800 4.555 1.710 0.0865
H 21.283 6.953 9.391 0.0996
H 14.764 3.010 2.652 0.0843
H 15.424 2.136 7.152 0.0931
H 17.075 10.055 6.547 0.0846
H 17.116 2.674 6.909 0.0918
H 13.867 4.396 3.189 0.0932
H 21.005 2.594 4.666 0.0806
H 21.606 4.717 6.774 0.1403
H 16.821 7.193 10.386 0.0958
H 20.835 6.641 7.754 0.0749
H 22.747 7.347 2.624 0.0959
H 17.073 9.214 1.053 0.0979
H 18.074 11.516 6.677 0.1001
```

The value obtained for the energy above the lowest of the compared OMol25 structures with the same formula, charge and spin is 0.00 kcal per mole. As for the expectation value of S²: 20.013. The spin multiplicity is 9. The value obtained for the largest force on an atom is 3.7 eV/A. As for the HOMO energy (spin up / spin down): -0.173 / -0.380 Ha.


No. 3
Entry from the OMol25 dataset: the molecule C24H33N3O6 at a distorted geometry (ωB97M-V/def2-TZVPD).

Structure (XYZ):
```
66
Properties=species:S:1:pos:R:3:lowdin_charge:R:1
O -0.737 -2.680 0.092 -0.0508
O -2.656 2.534 0.287 -0.1505
O -7.254 1.119 0.261 -0.1131
O 6.123 1.993 0.385 -0.0773
O 5.758 -1.569 0.982 -0.0109
O 1.910 1.203 -0.368 0.1355
N -4.426 0.412 0.361 -0.0491
N 4.403 0.092 0.087 0.1147
N 0.949 -0.903 0.081 0.1546
C -5.325 -0.626 0.795 -0.0183
C -2.711 -1.322 0.041 0.1199
C 3.509 -1.803 -1.569 -0.3406
C -1.339 -1.520 0.136 -0.3024
C 2.509 -2.814 -1.895 -0.0676
C -1.129 3.787 -1.015 -0.0740
C 1.946 0.095 -0.113 -0.3704
C 6.545 0.564 0.852 -0.1129
C -3.214 0.097 0.262 -0.2615
C -1.838 3.695 0.326 -0.2257
C -1.601 -3.871 0.376 -0.1207
C -2.271 1.075 0.361 -0.0631
C 7.187 2.821 0.896 -0.1049
C -0.862 0.880 0.018 0.0510
C 7.744 0.646 1.391 0.0466
C -6.675 0.333 1.183 -0.1935
C -4.907 1.436 -0.798 0.1318
C 3.417 -0.458 -2.747 0.0291
C 8.343 2.142 1.231 0.0208
C 3.323 -1.099 -0.310 -0.1120
C 5.550 -0.396 0.455 -0.4750
C -0.489 -0.443 0.034 -0.1267
C -6.325 2.078 -0.181 -0.0971
C -2.102 -3.963 1.933 -0.0486
H 2.608 -3.432 -0.902 0.1309
H 4.115 0.162 -2.514 -0.0302
H -0.627 4.606 -1.124 -0.0018
H -2.406 4.480 0.528 0.0701
H -2.593 -3.827 -0.172 0.1158
H 4.562 -1.810 -1.507 0.1174
H -2.740 -4.912 2.034 0.0868
H -6.815 2.721 -0.683 0.0572
H 7.002 3.920 0.741 0.1278
H 2.294 -0.243 -2.652 0.0945
H -2.185 4.120 -1.606 0.1457
H -1.242 -4.166 2.505 0.0342
H -0.727 2.988 -1.534 0.0458
H 4.161 1.151 -0.347 0.2257
H -3.419 -1.992 0.097 0.0362
H -6.085 2.624 0.641 0.0911
H -6.498 0.847 2.219 0.1359
H -4.312 2.055 -0.892 -0.0384
H 1.052 -1.852 0.006 0.0547
H 8.241 -0.121 1.820 0.0727
H -2.849 -3.107 2.267 0.1059
H -4.992 -0.971 1.586 0.0582
H -1.119 -4.731 0.026 0.0899
H 2.809 -3.472 -2.680 0.0768
H -7.601 -0.414 1.621 0.1642
H 3.607 -0.999 -3.712 0.0780
H -5.612 -1.162 0.226 -0.0205
H 3.402 -1.660 0.578 0.1082
H -5.256 0.710 -1.469 0.1179
H 1.485 -2.513 -1.907 0.0666
H -0.731 3.328 0.907 0.1751
H 9.187 2.509 1.678 0.0492
H -0.072 1.629 0.393 0.1213
```

The value obtained for the energy above the lowest of the compared OMol25 structures with the same formula, charge and spin is 486.78 kcal per mole. The value obtained for the largest force on an atom is 19.6 eV/A. As for the HOMO energy: -0.267 Ha.


No. 4
Entry from the OMol25 dataset: the molecule C5H8N2O2 at a distorted geometry (ωB97M-V/def2-TZVPD).

Structure (XYZ):
```
17
Properties=species:S:1:pos:R:3:lowdin_charge:R:1
O 0.803 0.728 -1.994 0.0177
O 1.988 1.224 -0.066 0.1141
N -0.254 -1.493 -0.727 0.1298
N 0.152 -0.436 0.167 -0.2631
C -0.389 1.448 -1.449 -0.0147
C -0.957 0.408 0.437 -0.2264
C 0.881 -0.899 1.377 -0.0056
C 1.070 0.803 -0.707 -0.5824
C -1.898 0.580 1.220 0.1262
H 1.184 -0.028 1.948 0.1004
H -2.712 1.224 1.470 0.0230
H -0.292 2.519 -1.591 0.0912
H -0.856 -2.123 -0.202 0.1026
H 1.761 -1.450 1.050 0.0991
H 0.585 -1.979 -1.030 0.1059
H -1.282 1.003 -1.869 0.0870
H 0.217 -1.529 1.967 0.0953
```

The value obtained for the energy above the lowest of the compared OMol25 structures with the same formula, charge and spin is 192.26 kcal per mole. The value obtained for the largest force on an atom is 1.5 eV/A. As for the HOMO energy: -0.290 Ha.